--- i ---
Formula: C5H14
Source: the Open Molecules 2025 dataset
Level of theory: wB97M-V/def2-TZVPD

Computed properties:
SMILES: CCC.CC
HOMO in eV: -11.0

Atoms and positions in Å:
C 0.67 0.15 -1.28
C 1.37 0.61 0.03
C 2.81 0.82 -0.25
H 0.53 0.84 -2.14
H -0.44 -0.05 -1.31
H 1.16 -0.77 -1.66
H 0.84 1.59 0.27
H 1.19 -0.11 0.85
H 3.29 -0.15 -0.31
H 2.90 1.51 -1.09
H 3.38 1.33 0.53
C -2.19 -0.19 1.33
C -2.26 -1.30 0.28
H -2.35 0.80 0.74
H -2.80 -0.31 2.21
H -1.20 -0.12 1.78
H -3.31 -1.43 0.02
H -1.77 -0.99 -0.66
H -1.83 -2.23 0.66

=====

--- ii ---
Formula: C5H14
Source: the Open Molecules 2025 dataset
Level of theory: wB97M-V/def2-TZVPD

Computed properties:
SMILES: CCC.CC
HOMO in eV: -10.9

Atoms and positions in Å:
C 1.26 -0.25 1.77
C 0.12 0.49 1.06
C -0.90 0.92 2.21
H 1.07 -1.34 1.88
H 1.42 0.13 2.80
H 2.16 -0.02 1.29
H 0.61 1.28 0.61
H -0.34 -0.02 0.15
H -1.98 0.62 2.09
H -0.61 0.42 3.15
H -0.79 1.93 2.48
C 0.42 -0.18 -2.62
C -1.01 -0.64 -2.18
H 0.57 0.73 -3.11
H 1.09 -0.35 -1.72
H 0.61 -0.80 -3.50
H -0.87 -1.73 -1.89
H -1.56 -0.82 -3.23
H -1.29 -0.36 -1.21

=====

--- iii ---
Formula: C5H14
Source: the Open Molecules 2025 dataset
Level of theory: wB97M-V/def2-TZVPD

Computed properties:
SMILES: CCC.CC
HOMO in eV: -10.6

Atoms and positions in Å:
C 0.67 -2.98 0.93
C 0.88 -1.91 -0.15
C 0.78 -0.48 0.42
H 1.59 -3.48 1.23
H -0.05 -2.58 1.70
H 0.25 -3.81 0.36
H 1.81 -1.82 -0.81
H 0.29 -2.09 -1.06
H -0.19 -0.39 0.97
H 1.58 -0.37 1.19
H 0.95 0.29 -0.35
C -1.56 1.99 -0.44
C -0.69 3.21 -0.69
H -2.11 1.89 0.48
H -2.22 1.93 -1.35
H -1.02 1.03 -0.45
H 0.12 3.22 0.10
H -1.11 4.20 -0.65
H -0.28 3.08 -1.69

=====

--- iv ---
Formula: C5H14
Source: the Open Molecules 2025 dataset
Level of theory: wB97M-V/def2-TZVPD

Computed properties:
SMILES: CCC.CC
HOMO in eV: -11.2

Atoms and positions in Å:
C -1.53 -2.39 1.44
C -1.14 -1.31 0.43
C 0.09 -1.84 -0.32
H -0.91 -2.36 2.34
H -1.71 -3.36 0.99
H -2.50 -2.16 1.91
H -1.97 -1.17 -0.26
H -0.93 -0.38 0.93
H 0.76 -2.52 0.22
H -0.17 -2.43 -1.16
H 0.80 -1.04 -0.57
C 0.74 2.09 -0.86
C 1.68 3.28 -0.69
H 1.17 1.35 -1.53
H 0.47 1.64 0.09
H -0.15 2.40 -1.40
H 1.59 3.80 0.27
H 1.52 4.00 -1.49
H 2.74 3.04 -0.75

=====

Name the least stable of them. ii.

=====

--- i ---
Formula: C5H14
Source: the Open Molecules 2025 dataset
Level of theory: wB97M-V/def2-TZVPD

Computed properties:
SMILES: CCC.CC
HOMO in eV: -10.8

Atoms and positions in Å:
C 2.06 1.58 -0.65
C 2.18 0.61 0.43
C 1.43 -0.73 0.04
H 1.70 1.22 -1.81
H 3.10 2.07 -0.90
H 1.64 2.46 -0.35
H 3.27 0.24 0.56
H 1.71 0.97 1.35
H 1.84 -1.08 -0.93
H 1.67 -1.55 0.77
H 0.39 -0.72 -0.22
C -2.39 -1.17 -0.28
C -2.82 -0.22 0.81
H -1.36 -1.56 -0.17
H -3.21 -1.89 -0.66
H -2.26 -0.41 -1.11
H -3.90 0.08 0.45
H -2.17 0.68 0.83
H -2.89 -0.57 1.84

=====

--- ii ---
Formula: C5H14
Source: the Open Molecules 2025 dataset
Level of theory: wB97M-V/def2-TZVPD

Computed properties:
SMILES: CCC.CC
HOMO in eV: -11.1

Atoms and positions in Å:
C -0.08 0.17 -0.83
C -1.07 -0.37 -1.94
C -0.51 0.04 -3.31
H -0.68 0.68 -0.17
H 0.52 0.96 -1.48
H 0.54 -0.51 -0.23
H -0.94 -1.50 -1.88
H -2.04 0.15 -1.70
H 0.07 1.11 -3.00
H 0.25 -0.78 -3.54
H -1.28 0.01 -3.95
C 0.40 0.70 2.73
C 0.93 -0.75 2.68
H 1.13 1.52 3.02
H -0.09 0.94 1.87
H -0.39 0.90 3.47
H 1.05 -1.03 3.80
H 0.27 -1.47 2.31
H 1.92 -0.79 2.16

=====

--- iii ---
Formula: C5H14
Source: the Open Molecules 2025 dataset
Level of theory: wB97M-V/def2-TZVPD

Computed properties:
SMILES: CCC.CC
HOMO in eV: -11.3

Atoms and positions in Å:
C -1.38 1.55 0.13
C -1.00 0.48 1.14
C -2.09 0.19 2.18
H -2.41 1.47 -0.22
H -0.79 1.47 -0.78
H -1.25 2.56 0.51
H -0.74 -0.44 0.62
H -0.08 0.76 1.66
H -2.96 0.83 2.03
H -2.46 -0.84 2.18
H -1.78 0.41 3.20
C 2.45 -1.56 -2.02
C 1.79 -0.55 -1.08
H 3.33 -2.05 -1.62
H 1.75 -2.35 -2.32
H 2.77 -1.05 -2.93
H 1.04 0.00 -1.66
H 2.55 0.15 -0.72
H 1.26 -1.04 -0.27

=====

Name the least stable of them. ii.

=====

--- i ---
Formula: C6H10OS
Source: the Open Molecules 2025 dataset
Level of theory: wB97M-V/def2-TZVPD

Computed properties:
SMILES: OC[C@@H]1C[C@@H]2S[C@@H]2C1
HOMO in eV: -9.2

Atoms and positions in Å:
O -1.39 1.85 0.21
C -1.81 0.56 -0.20
C -0.72 -0.53 -0.04
C 0.09 -0.40 1.25
C 1.51 -0.18 0.88
S 2.00 1.38 -0.04
C 1.61 -0.24 -0.63
C 0.26 -0.42 -1.21
H -0.40 1.84 -0.08
H -2.66 0.35 0.50
H -2.16 0.55 -1.32
H -1.12 -1.54 0.12
H -0.01 -1.30 1.92
H -0.20 0.52 1.79
H 2.11 -0.77 1.62
H 2.48 -0.77 -1.11
H 0.08 0.43 -1.85
H 0.32 -1.32 -1.82

=====

--- ii ---
Formula: C6H10OS
Source: the Open Molecules 2025 dataset
Level of theory: wB97M-V/def2-TZVPD

Computed properties:
SMILES: CC(=O)C1(S)CCC1
HOMO in eV: -9.2

Atoms and positions in Å:
C -0.40 -1.91 -1.42
C -0.86 -0.61 -0.73
O -2.08 -0.48 -0.74
C 0.10 0.26 0.09
S -0.16 -0.30 1.96
C 1.62 0.26 -0.21
C 1.31 1.50 -1.08
C 0.27 1.87 0.07
H -0.13 -1.48 -2.56
H 0.59 -2.29 -0.85
H -1.36 -2.69 -1.31
H 0.44 -1.54 1.93
H 2.42 0.44 0.56
H 2.01 -0.50 -0.92
H 0.89 1.43 -2.04
H 1.99 2.34 -1.23
H -0.65 2.46 -0.20
H 0.77 2.20 0.92

=====

Name the least stable of them. ii.